C9H19BrF7N3O3P2S | wB97M-V/def2-TZVPD

Atoms and positions in Å:
1 O 3.5495 -3.9403 3.2140
2 S 2.9890 -2.7823 2.5864
3 O 3.5833 -1.5189 2.9309
4 P 0.9350 -2.5148 3.1954
5 Br -0.0603 -4.4345 2.8784
6 C 3.2959 -2.9040 0.7333
7 F 2.9121 -1.7495 0.1838
8 F 4.6169 -2.9878 0.6377
9 C 2.6666 -4.1154 -0.0210
10 F 3.5907 -4.6024 -0.8600
11 F 2.3374 -5.0895 0.8217
12 C 1.4454 -3.7656 -0.9150
13 F 1.7860 -2.9142 -1.8879
14 F 0.4343 -3.2774 -0.1922
15 F 1.0315 -4.9045 -1.4984
16 H 0.5104 -1.7138 2.1063
17 O -0.7971 0.1475 0.7453
18 P -1.0613 1.2275 -0.2273
19 N 0.1456 2.3598 -0.0670
20 C 0.0119 3.7818 -0.2973
21 C 1.5004 1.9312 0.2384
22 N -2.5390 1.9349 0.3111
23 C -2.4835 3.0077 1.2954
24 C -3.5164 0.9239 0.7063
25 N -1.3784 1.3854 -1.8694
26 C -0.3185 0.8345 -2.7348
27 C -2.6931 1.0017 -2.4012
28 H 0.8812 4.1650 -0.8399
29 H -0.0608 4.3297 0.6467
30 H -0.8666 4.0069 -0.9010
31 H 2.1294 1.9244 -0.6603
32 H 1.4997 0.9282 0.6602
33 H 1.9615 2.5977 0.9714
34 H -1.8465 2.7707 2.1583
35 H -3.4930 3.2008 1.6618
36 H -2.1405 3.9378 0.8529
37 H -3.3030 0.4954 1.6920
38 H -3.5397 0.1025 -0.0089
39 H -4.5131 1.3713 0.7217
40 H -0.2382 1.4438 -3.6364
41 H -0.5193 -0.2000 -3.0271
42 H 0.6479 0.8589 -2.2306
43 H -3.4562 1.6851 -2.0381
44 H -2.9776 -0.0234 -2.1482
45 H -2.6593 1.0840 -3.4876

Results
structure (SMILES) = O=S(=O)(PBr)C(F)(F)C(F)(F)C(F)(F)F.CN(C)P(=O)(N(C)C)N(C)C


C9H19BrNO7P | wB97M-V/def2-TZVPD

Atoms and positions in Å:
1 C 3.1317 2.8675 1.6898
2 C 1.9178 3.0073 0.6348
3 O 1.2608 1.7624 0.3208
4 C 1.3670 1.4150 -1.0784
5 C 0.6447 2.4202 -2.0894
6 O -0.8011 2.4158 -2.0311
7 N -1.2680 2.8862 -0.8343
8 C -1.8671 4.2277 -0.9455
9 O -2.6342 4.6039 -1.8550
10 O -1.5516 5.1351 0.1183
11 P -2.5080 1.6590 -0.3456
12 O -1.7537 0.1850 -0.7820
13 Br -2.8776 1.7779 1.9004
14 H 3.8895 3.6911 1.4037
15 H 2.7256 3.1014 2.7302
16 H 3.6179 1.8402 1.6115
17 H 2.3239 3.5790 -0.2630
18 H 1.1260 3.6781 1.1447
19 H 2.4773 1.3477 -1.3466
20 H 0.9521 0.3446 -1.1881
21 H 0.9252 2.0655 -3.1521
22 H 1.0361 3.5059 -2.0230
23 H -0.6501 4.8746 0.4396
24 H -1.9469 -0.4854 -0.0689
25 O -2.1077 -2.0243 0.5436
26 C -1.6355 -3.1371 0.4620
27 O -0.8358 -3.6007 1.4339
28 C -0.3858 -4.9608 1.5324
29 C 0.8620 -5.1829 0.7023
30 C -1.8565 -3.9788 -0.7626
31 H -1.1876 -5.6594 1.2819
32 H -0.1503 -5.1284 2.5857
33 H 0.6739 -5.0132 -0.3599
34 H 1.2318 -6.2027 0.8289
35 H 1.6472 -4.4839 1.0004
36 H -1.1268 -3.7013 -1.5250
37 H -2.8623 -3.7830 -1.1389
38 H -1.8037 -5.0492 -0.5760

Results
structure (SMILES) = CCOCCON(C(=O)O)P(O)Br.CCOC(C)=O


C9H19Cl4O3PS | wB97M-V/def2-TZVPD

Atoms and positions in Å:
1 C 5.4768 -0.7770 2.2448
2 C 4.5851 -1.5928 1.6559
3 C 3.1148 -1.5186 1.9905
4 O 2.3499 -2.2331 1.0049
5 S 1.7635 -1.4040 -0.2620
6 O 2.3607 -0.0866 -0.2258
7 O 0.1820 -1.2115 0.1867
8 P -0.3685 -0.7052 1.6901
9 C 0.3221 0.9056 2.2076
10 C -0.0742 -1.9518 2.9968
11 H 6.1845 -0.1637 1.6988
12 H 5.4743 -0.6553 3.3272
13 H 4.9122 -2.3768 0.9783
14 H 2.7975 -0.4923 2.1270
15 H 2.9199 -2.0431 2.9340
16 H -0.5069 1.4985 2.5907
17 H 1.0827 0.8518 2.9903
18 H 0.7054 1.4167 1.3254
19 H -0.9850 -2.1034 3.5665
20 H 0.2169 -2.8912 2.5244
21 H 0.7516 -1.6787 3.6587
22 Cl -1.7633 1.1453 -0.8084
23 C -2.7768 2.6094 -0.9041
24 C -3.6208 2.7923 0.3305
25 Cl -4.8902 1.5503 0.4699
26 H -3.3897 2.5338 -1.7993
27 H -2.1034 3.4578 -1.0168
28 H -4.1219 3.7579 0.2881
29 H -3.0148 2.7512 1.2322
30 Cl -4.2764 0.1094 -4.6700
31 C -2.7185 -0.7322 -4.8814
32 C -1.5428 0.2008 -4.7616
33 Cl -1.4503 1.3489 -6.1252
34 H -2.7365 -1.2242 -5.8504
35 H -2.6592 -1.4921 -4.1040
36 H -0.6178 -0.3734 -4.7685
37 H -1.5829 0.7773 -3.8418


C9H19F3N6O3S | wB97M-V/def2-TZVPD

Atoms and positions in Å:
1 N -4.4357 -0.9354 0.9777
2 C -3.7173 -0.0148 0.4641
3 N -3.8821 1.2904 0.9340
4 N -2.8005 -0.2514 -0.5847
5 C -1.9349 0.8362 -1.0606
6 C -0.6652 0.2627 -1.7006
7 C 0.4731 -0.0768 -0.7535
8 C 0.1737 -1.1767 0.2624
9 C -0.4984 -0.7469 1.5720
10 C 0.0331 -1.3973 2.9127
11 N 0.6560 -0.2956 3.6818
12 C 0.3147 0.8512 3.0279
13 N 0.6183 2.1100 3.4542
14 N -0.3617 0.6551 1.8967
15 H -4.2428 -1.8238 0.5281
16 H -3.0296 1.8293 0.9710
17 H -4.2570 1.2296 1.8709
18 H -3.3223 -0.6304 -1.3611
19 H -2.4233 1.4867 -1.7841
20 H -1.6269 1.4658 -0.2318
21 H -0.9108 -0.6029 -2.3094
22 H -0.2920 1.0239 -2.3834
23 H 1.2579 -0.4660 -1.3869
24 H 0.9152 0.8182 -0.3058
25 H 1.1252 -1.6344 0.5389
26 H -0.4191 -1.9618 -0.1929
27 H -1.5216 -1.1062 1.5520
28 H 0.6593 -2.2741 2.8261
29 H -0.8650 -1.6401 3.4720
30 H 1.6707 -0.3812 3.7096
31 H -0.1253 2.6904 3.7881
32 H 1.5476 2.4808 3.4074
33 H -0.0494 1.3187 1.1909
34 C 4.4655 -0.7307 -4.2493
35 F 4.2674 -0.1217 -5.4200
36 F 4.1461 -2.0205 -4.4040
37 F 5.7698 -0.6675 -3.9724
38 S 3.4657 0.0479 -2.9188
39 O 2.1002 -0.1197 -3.3880
40 O 3.9349 1.4130 -2.8930
41 O 3.7866 -0.7340 -1.7383

Results
energy relative to the best compared isomer or geometry (same formula, charge and spin) = 18.2 kcal/mol


C9H19FNO8S2 | wB97M-V/def2-TZVPD

Atoms and positions in Å:
1 C -0.0850 -3.2473 -0.6812
2 C 0.5798 -3.9405 0.6691
3 C 2.1736 -3.5006 0.7029
4 O 2.7060 -3.2737 2.0584
5 S 2.4243 -1.6316 2.5558
6 O 0.9055 -1.2764 2.4480
7 O 2.7372 -1.6333 4.1029
8 N 3.3812 -0.4821 1.6537
9 S 3.4200 1.0920 2.4076
10 O 4.0092 1.1149 3.8444
11 O 4.3971 1.9731 1.5366
12 C 1.7841 2.0034 2.4360
13 C 1.5023 2.9336 1.0887
14 F 1.8790 2.9919 3.5750
15 H 0.7511 -2.7350 -1.3397
16 H -0.9921 -2.5265 -0.4362
17 H -0.5316 -4.1177 -1.3652
18 H 0.0083 -3.6282 1.6696
19 H 0.4241 -5.1112 0.5818
20 H 2.4282 -2.5668 0.0427
21 H 2.7680 -4.4127 0.2130
22 H 0.8472 1.3358 2.6892
23 H 1.5802 2.2663 0.1246
24 H 2.2460 3.8644 1.0263
25 H 0.4049 3.3874 1.2032
26 C -4.7706 0.6331 -1.1711
27 C -3.9021 1.8152 -0.7785
28 O -2.5304 1.5702 -1.1128
29 C -2.2033 1.7548 -2.4156
30 O -2.9606 2.1145 -3.3034
31 O -0.8904 1.4465 -2.5692
32 C -0.4350 1.5183 -3.9178
33 H -4.3777 -0.2938 -0.7406
34 H -5.7988 0.7766 -0.8281
35 H -4.7860 0.4968 -2.2572
36 H -3.9449 1.9524 0.3074
37 H -4.2561 2.7469 -1.2348
38 H -0.6750 2.4863 -4.3693
39 H -0.8701 0.7013 -4.5011
40 H 0.6525 1.4015 -3.9153

Results
total charge = -1


C9H19LiN2O3P | wB97M-V/def2-TZVPD

Atoms and positions in Å:
1 Li 0.2040 0.7928 0.1009
2 C -2.1340 -0.4042 5.6209
3 C -1.8895 -0.4783 4.1376
4 O -0.5033 -0.0977 3.8988
5 P 0.0710 -0.0772 2.4102
6 O 1.6378 0.0936 2.7417
7 C 2.3860 -1.0110 3.3060
8 C 3.5948 -0.4505 4.0094
9 O -0.1628 1.4591 1.8375
10 C 0.3525 2.6878 2.4589
11 C -0.3645 3.0262 3.7417
12 H -3.1616 -0.7012 5.8353
13 H -1.9830 0.6110 5.9902
14 H -1.4605 -1.0751 6.1548
15 H -2.5452 0.2065 3.5979
16 H -2.0495 -1.4873 3.7553
17 H 2.6766 -1.6804 2.4941
18 H 1.7522 -1.5635 4.0026
19 H 4.2087 0.1271 3.3163
20 H 4.1982 -1.2659 4.4106
21 H 3.2931 0.1968 4.8334
22 H 0.1811 3.4572 1.7103
23 H 1.4231 2.5675 2.6067
24 H -1.4440 3.0572 3.5883
25 H -0.0396 4.0185 4.0590
26 H -0.1354 2.3176 4.5335
27 N 2.4620 -1.0768 -0.9534
28 C 3.7164 -0.8399 -1.3764
29 C 3.8353 0.5188 -1.5482
30 C 2.5764 1.0227 -1.1977
31 N 1.7403 0.0449 -0.8388
32 H 2.0329 -1.9687 -0.7746
33 H 4.4210 -1.6409 -1.5347
34 H 4.7011 1.0649 -1.8826
35 H 2.2473 2.0534 -1.2022

Results
total charge = +1
energy relative to the best compared isomer or geometry (same formula, charge and spin) = 6.2 kcal/mol


C9H19N | wB97M-V/def2-TZVPD

Atoms and positions in Å:
1 C 0.4479 1.6248 -0.5196
2 C 1.3524 2.8385 -0.5012
3 C -0.0254 1.2715 -1.9148
4 C 1.8403 0.4193 1.4205
5 C 0.6920 0.4992 0.4503
6 C -0.4829 1.3823 0.6355
7 H -0.5044 2.0698 1.4689
8 H 2.2716 2.6424 -1.0551
9 H 0.8217 1.0318 -2.5593
10 H 0.8519 3.6858 -0.9714
11 H 1.6194 3.1251 0.5130
12 H -0.5623 2.1113 -2.3575
13 H -0.7018 0.4212 -1.8937
14 H 1.6116 -0.2719 2.2253
15 H 2.7494 0.0808 0.9254
16 H 2.0387 1.3901 1.8725
17 C -1.3342 -1.8213 0.1692
18 C -0.9526 -2.3488 1.5213
19 C -0.8767 -2.6437 -1.0078
20 N -2.2465 -0.9185 0.1248
21 H 0.3419 -0.5254 0.1248
22 H -1.4625 0.7514 0.4551
23 H -2.6321 -0.7601 -0.8047
24 H 0.2084 -2.7489 -0.9923
25 H -1.4085 -3.3278 1.6821
26 H -1.3045 -1.6720 2.2952
27 H 0.1255 -2.4614 1.5977
28 H -1.1764 -2.1941 -1.9534
29 H -1.3016 -3.6515 -0.9506

Results
structure (SMILES) = C[C@H]1CC1(C)C.CC(C)=N
energy relative to the best compared isomer or geometry (same formula, charge and spin) = 23.6 kcal/mol


C9H19N2 | wB97M-V/def2-TZVPD

Atoms and positions in Å:
1 C -1.0853 1.2970 -2.3851
2 C -1.0800 1.3667 -1.0357
3 C 2.6118 0.5239 0.8156
4 C 2.7812 -0.4216 -0.3354
5 C 1.1262 0.9524 0.7991
6 C 1.3830 -0.7653 -0.7962
7 C -1.5671 -1.1785 -0.8281
8 C -2.1677 -0.7458 1.9974
9 C -1.0307 -0.0268 -0.0697
10 N -1.5974 0.2408 1.1357
11 N 0.4894 -0.3038 0.2667
12 H -1.2316 2.2149 -2.9240
13 H -0.5278 0.5782 -2.8464
14 H -1.4318 2.1839 -0.5444
15 H 2.7001 0.1335 1.9020
16 H 3.2535 1.3994 0.6902
17 H 3.4028 0.0773 -1.0725
18 H 3.3176 -1.2895 0.1488
19 H 0.7468 1.1995 1.7586
20 H 0.8960 1.7627 0.2115
21 H 1.2419 -0.2008 -1.6895
22 H 1.0100 -1.7209 -1.0731
23 H -1.4428 -2.1900 -0.4361
24 H -1.1684 -1.2632 -1.7980
25 H -2.6225 -1.2324 -0.9604
26 H -2.7116 -0.1001 2.7911
27 H -2.9765 -1.2569 1.3943
28 H -1.3686 -1.4923 2.2841
29 H -1.4572 1.2143 1.5381
30 H 0.5067 -0.9565 1.0614

Results
total charge = +1
structure (SMILES) = C=C[C@](C)(NC)[NH+]1CCCC1
energy relative to the best compared isomer or geometry (same formula, charge and spin) = 78.7 kcal/mol


C9H19N2O | wB97M-V/def2-TZVPD

Atoms and positions in Å:
1 C -0.2655 1.1241 -1.0044
2 C 2.1428 1.1207 -0.3508
3 C -1.0732 1.6887 0.1597
4 C -0.7740 -0.4483 1.4578
5 C 3.0919 0.1641 0.3471
6 C 0.9273 0.2740 -0.8401
7 C 0.9306 -1.0006 0.0267
8 C -2.8415 -1.1285 -0.6688
9 C -2.9440 0.0945 0.3488
10 N -1.6643 0.5003 0.8712
11 N 2.2152 -0.9495 0.8474
12 O 0.9109 -2.2379 -0.5125
13 H -0.8741 0.6305 -1.7728
14 H 0.1218 1.9669 -1.4950
15 H 1.7909 1.8721 0.3363
16 H 2.7141 1.6828 -1.0565
17 H -0.4770 2.2578 0.8236
18 H -1.9219 2.2822 -0.0990
19 H -1.1517 -1.4498 1.5135
20 H -0.1315 -0.1632 2.3446
21 H 3.7710 -0.2526 -0.4038
22 H 3.6359 0.4637 1.1683
23 H 1.0638 -0.0673 -1.8363
24 H -1.9166 -1.5992 -0.4748
25 H -3.6750 -1.8128 -0.4399
26 H -2.8361 -0.5891 -1.6892
27 H -3.2579 0.9776 -0.1339
28 H -3.7479 -0.1641 1.1603
29 H 2.6145 -1.8441 0.8114
30 H 2.1301 -0.8274 1.8224
31 H 1.4915 -2.5656 -1.2612

Results
total charge = +1
energy relative to the best compared isomer or geometry (same formula, charge and spin) = 93.2 kcal/mol


C9H19N3O3S | wB97M-V/def2-TZVPD

Atoms and positions in Å:
1 C 3.7599 -2.6627 0.4919
2 C 4.1897 -2.0195 1.8042
3 C 2.9868 -1.6375 2.6675
4 N 2.1525 -0.6644 2.0013
5 C 0.8082 -0.8474 1.8767
6 O 0.2446 -1.8430 2.2905
7 N 0.1148 0.1995 1.2922
8 C 0.6592 1.0283 0.2363
9 H 1.7260 1.2040 0.3699
10 H 0.1392 1.9922 0.2578
11 C 0.4056 0.3705 -1.1271
12 N -1.0061 0.1210 -1.3282
13 S -1.9029 1.4493 -1.8334
14 O -2.8466 1.8623 -0.8339
15 O -1.0041 2.4332 -2.3627
16 C -2.8161 0.7126 -3.2082
17 H -3.3999 -0.1125 -2.8244
18 H -3.4605 1.4735 -3.6295
19 H -2.0894 0.3764 -3.9344
20 C -1.6102 -0.6339 -0.2452
21 H -2.6853 -0.6603 -0.4171
22 C -1.3136 -0.0010 1.1174
23 H -1.6628 -0.6549 1.9168
24 H -1.8101 0.9704 1.1795
25 H -1.2083 -1.6512 -0.2756
26 H 0.7354 1.0251 -1.9330
27 H 0.9301 -0.5891 -1.1867
28 H 2.5499 0.2481 1.8593
29 H 2.3554 -2.5096 2.8501
30 H 3.3305 -1.2453 3.6328
31 H 4.8139 -2.7135 2.3692
32 H 4.7849 -1.1262 1.5980
33 H 3.1764 -3.5592 0.6854
34 H 4.6273 -2.9337 -0.1051
35 H 3.1458 -1.9739 -0.0837

Results
structure (SMILES) = CCCNC(=O)N1CCN(S(C)(=O)=O)CC1
energy relative to the best compared isomer or geometry (same formula, charge and spin) = 15.1 kcal/mol


C9H19N5 | wB97M-V/def2-TZVPD

Atoms and positions in Å:
1 C 3.2966 -0.3039 -3.9233
2 C 2.7299 0.4497 -3.0017
3 C 0.8145 0.8160 -1.4236
4 C -0.6043 -1.9846 0.3098
5 C -1.5131 -1.6525 2.6513
6 C -2.0333 -0.6851 3.6270
7 C -1.1884 -3.0422 3.1853
8 C -0.1757 2.8012 -0.2581
9 C 0.9430 3.0073 -2.4831
10 N 0.1521 -1.1953 -0.6029
11 N -1.3348 -1.3452 1.3770
12 N -0.0008 0.0667 -0.5624
13 N 0.5457 2.1220 -1.3700
14 N 1.5281 0.1516 -2.3291
15 H 4.2191 -0.0367 -4.4498
16 H 2.7375 -1.1137 -4.4000
17 H 3.3335 1.2353 -2.5134
18 H -1.2609 -2.7207 -0.1955
19 H 0.1135 -2.6007 0.6658
20 H -1.2327 -0.3669 4.2774
21 H -2.8043 -1.2301 4.1393
22 H -2.4475 0.1574 2.9790
23 H -0.1329 -3.4081 3.2603
24 H -1.7915 -3.6974 2.5908
25 H -1.4794 -3.0539 4.1814
26 H -1.0080 2.1672 0.0049
27 H 0.5122 2.7731 0.6730
28 H -0.3689 3.7214 -0.6389
29 H 0.1750 3.7287 -2.7034
30 H 1.7483 3.7192 -2.2353
31 H 1.0116 2.3930 -3.3972
32 H -1.2558 -0.3236 1.1095
33 H 1.1406 -0.8914 -2.4681

Results
total charge = +2
structure (SMILES) = C=C/[NH+]=C(/N=N/C[NH+]=C(C)C)N(C)C
energy relative to the best compared isomer or geometry (same formula, charge and spin) = 57.2 kcal/mol


C9H19N5O3 | wB97M-V/def2-TZVPD

Atoms and positions in Å:
1 C 0.2519 -1.3790 1.7606
2 C 0.2943 -1.8993 0.3014
3 C 1.2394 -0.2329 2.1416
4 C 0.8637 1.2065 1.7734
5 C -0.6283 1.5996 1.9935
6 C -1.3566 2.2289 -0.2775
7 C 0.6070 -1.4710 -2.1195
8 C 1.2351 -0.4046 -3.0180
9 C -0.7612 -1.8869 -2.6752
10 H 1.4609 -2.8397 2.4428
11 H -0.1168 -3.1831 2.3175
12 H -0.7915 -1.0572 2.0151
13 H 2.2315 -0.5194 1.7071
14 H 1.3643 -0.3383 3.2508
15 H 1.5261 1.8073 2.4236
16 H 1.3391 1.4351 0.7787
17 H -1.0451 1.0100 2.8361
18 H -0.6184 2.6416 2.3239
19 H -1.2856 0.4277 0.4567
20 H -1.0973 2.6023 -2.1202
21 H -2.2003 3.5754 0.8049
22 H -1.7602 4.1375 -0.7976
23 H 1.0907 -0.2225 -0.4675
24 H 1.3000 -2.3332 -2.0757
25 H -0.6951 -2.2842 -3.7166
26 H -1.2205 -2.7208 -2.1074
27 H -1.4953 -1.0759 -2.5681
28 H 0.3196 0.9190 -1.9967
29 N 0.5363 -2.4854 2.6579
30 N -1.3724 1.3771 0.7485
31 N -1.0771 1.7842 -1.4702
32 N -1.5600 3.5499 0.0142
33 N 0.4776 -1.0156 -0.7264
34 O 0.1213 -3.1096 0.0620
35 O 1.8453 -0.6978 -3.9998
36 O 0.9774 0.8544 -2.6741

Results
structure (SMILES) = [H]/N=C(\N)NCCC[C@H](N)C(=O)N[C@@H](C)C(=O)O
energy relative to the best compared isomer or geometry (same formula, charge and spin) = 21.7 kcal/mol


Number 1: F_max 4.05 eV/Å, M 524.2 g/mol, lowest unoccupied orbital energy -0.0015 hartree. Number 2: F_max 4.73 eV/Å, M 364.1 g/mol, lowest unoccupied orbital energy 0.0175 hartree. Number 3: F_max 3.45 eV/Å, M 380.1 g/mol, lowest unoccupied orbital energy 0.0159 hartree. Number 4: F_max 1.80 eV/Å, M 348.4 g/mol, lowest unoccupied orbital energy -0.0676 hartree. Number 5: F_max 7.60 eV/Å, M 352.4 g/mol, lowest unoccupied orbital energy 0.0886 hartree. Number 6: F_max 0.55 eV/Å, M 241.2 g/mol, lowest unoccupied orbital energy -0.1011 hartree. Number 7: F_max 2.77 eV/Å, M 141.3 g/mol, lowest unoccupied orbital energy 0.0331 hartree. Number 8: F_max 5.20 eV/Å, M 155.3 g/mol, lowest unoccupied orbital energy -0.0993 hartree. Number 9: F_max 3.27 eV/Å, M 171.3 g/mol, lowest unoccupied orbital energy -0.1076 hartree. Number 10: F_max 1.02 eV/Å, M 249.3 g/mol, lowest unoccupied orbital energy 0.0251 hartree. Number 11: F_max 5.22 eV/Å, M 197.3 g/mol, lowest unoccupied orbital energy -0.3161 hartree. Number 12: F_max 2.87 eV/Å, M 245.3 g/mol, lowest unoccupied orbital energy 0.0169 hartree.